1.
115
Properties=species:S:1:pos:R:3 method="wB97M-V/def2-TZVPD" charge=0 homo_energy_ev=-9.672 lumo_ev=0.3 homo_lumo_gap_ev=10.0
S 2.48369 0.10937 -0.65446
O 0.23467 -7.59161 0.67378
O 2.71289 -0.00765 -2.07412
O -0.35295 -9.09862 2.15504
O 5.25080 4.34957 -6.33789
O -9.72278 0.68666 -4.58253
O 0.89815 0.01018 -0.38695
O 3.78975 0.84235 1.84297
O 3.38311 1.02341 9.17860
O 4.11601 2.68886 -5.46798
O 1.79191 -2.43424 -0.24607
O -1.67259 -2.25400 -1.35471
O 2.52019 2.78606 -0.74735
O 4.25318 3.83492 0.07217
O 2.83949 -1.44522 -0.00678
O -4.42840 1.54665 -1.60899
O 3.29868 -0.13480 3.74448
O -5.06542 -0.39285 -0.82237
O -1.71894 -0.88225 0.40243
O -10.10394 -0.61366 -2.85443
O 3.88714 1.97728 7.27486
N 2.38519 -3.65876 -2.28245
C 1.01505 -6.45449 0.28534
C 5.07068 3.16297 -6.29045
C -10.47331 0.89667 -6.89951
C 4.56689 0.47557 -4.54522
C -1.11469 0.03187 -1.74048
C 3.37425 2.08790 8.35694
C 1.47046 0.89684 10.69475
C 2.89899 -0.06247 5.12111
C 1.69985 -7.99928 2.62074
C 2.13275 -3.14672 -1.27744
C 5.49616 4.52635 -0.09197
C 0.44206 -8.26278 1.82405
C -6.74430 1.06836 -1.87587
C 5.31349 6.02904 -0.11409
C 2.27260 -6.86706 -0.44907
C -9.99948 -1.74468 -4.93579
C 3.69945 1.31431 -5.45378
C 3.45759 3.51622 -0.95675
C 0.06130 0.85316 -1.19610
C -5.33802 0.78666 -1.40984
C -6.56645 -2.21270 -1.46561
C -1.52813 -1.04367 -0.77332
C 2.71178 2.24311 3.41979
C -9.30337 0.87396 -5.93903
C 1.39791 -0.20540 5.27231
C 5.93355 2.19225 -7.06270
C 2.65575 3.34881 8.77345
C -6.07930 -1.29402 -0.36483
C 3.32992 0.94729 2.94926
C 2.96479 1.08948 10.54708
C -9.92576 -0.52959 -4.03877
C 3.69909 4.12353 -2.31644
H 1.19378 0.88533 11.74907
H 1.12743 -0.21540 6.32962
H 6.08820 4.23122 0.77274
H 3.30879 2.01532 11.00947
H -11.00355 -0.05570 -6.91008
H -6.89859 -0.74666 0.10261
H -10.12687 1.10745 -7.91144
H 2.47010 -8.69485 2.28936
H 4.71272 6.34851 -0.96566
H 6.25053 2.68283 -7.97925
H -7.51709 0.60014 -1.27220
H 4.56401 0.90009 -3.54307
H 2.65198 3.52840 9.84513
H 4.18447 -0.54244 -4.48269
H 2.07916 -6.98434 2.53769
H -9.65745 -2.60273 -4.36311
H -11.18446 1.66830 -6.60540
H -7.28758 -2.92740 -1.06886
H 3.14632 4.18930 8.28974
H 5.43496 1.26385 -7.32752
H 1.66934 2.26097 3.10133
H 6.28221 6.52555 -0.17288
H -9.39195 -1.67686 -5.83461
H 3.64424 0.91538 -6.46745
H 1.62704 3.29304 8.41801
H -0.80452 -0.43730 -2.67362
H 3.26981 0.84242 5.59252
H 0.61674 1.24935 -2.04345
H 0.86523 0.61407 4.78840
H 3.40084 -0.89946 5.60420
H 1.16775 -0.04815 10.24392
H 3.34707 3.42522 -3.07136
H 2.01685 -7.48524 -1.30935
H 6.81541 1.96366 -6.46526
H 2.68058 1.34033 -5.06972
H 6.02331 4.16298 -0.97453
H -1.97080 0.68692 -1.90972
H -7.04777 -1.65446 -2.26896
H -6.90815 2.14237 -1.84190
H -8.55710 0.12862 -6.21751
H 3.23779 3.05736 2.92727
H 5.60161 0.43817 -4.89050
H -11.03943 -1.90414 -5.21849
H 3.49772 0.27611 11.03627
H -5.72694 -2.76096 -1.89433
H 1.47953 -8.19561 3.66669
H 2.76472 2.39763 4.49490
H -5.59549 -1.87255 0.42050
H 2.93565 -7.45164 0.18989
H -8.80001 1.83939 -5.94001
H -6.84588 0.73074 -2.90670
H 1.05421 -1.13380 4.81529
H -0.29260 1.69823 -0.60930
H 4.74039 4.34732 -2.53180
H 3.11564 5.04098 -2.39215
H -1.90793 -2.85343 -0.63081
H 0.91123 1.69280 10.20254
H 2.81566 -5.99063 -0.80108
H 0.36875 -5.88601 -0.38216
H 4.80583 6.35902 0.79250
H 1.22512 -5.81273 1.14230

2.
15
Properties=species:S:1:pos:R:3 method="wB97M-V/def2-TZVPD" relative_energy_kcal_mol=0.0 charge=0 spin_multiplicity=3 homo_energy_ev="-5.829 / -10.151" lumo_ev="0.4 / -2.8" s2=2.01 homo_lumo_gap_ev="6.2 / 7.3"
Br 1.54752 -1.30432 0.08597
Br -3.08304 -0.96185 0.15358
O 0.39136 1.63829 0.13623
C -0.73060 -1.80757 -1.73335
C -1.20026 -0.86107 0.63429
C -0.40651 -1.45691 -0.48746
C 1.38131 2.15065 0.88126
H 1.68048 3.08146 0.30700
H 2.24655 1.43486 0.94350
H -1.81616 -1.86577 -2.08786
H -1.01764 -1.50630 1.50572
H 0.08021 -2.19839 -2.31737
H 0.95486 2.34914 1.92850
H -0.73181 0.07567 0.82522
H 0.70372 1.23211 -0.77524